1.
Entry from the OMol25 dataset: an isolated molecule of C4H9NO2 (ωB97M-V/def2-TZVPD).

ORCA input file:
```
! RIJCOSX wB97M-V def2-TZVPD def2/J DEFGRID3
* xyz 0 1
C -0.629 1.296 -0.258
H -1.912 2.550 0.606
H 0.502 -2.265 0.408
O 0.322 1.983 0.063
H -2.734 1.347 -0.338
H -0.409 0.167 -2.076
C -0.393 -0.014 -0.993
C 1.052 -0.463 -0.586
N -1.887 1.684 0.090
O 0.501 -0.668 1.739
H 1.693 0.410 -0.382
C 1.074 -1.355 0.641
H 1.511 -0.991 -1.425
H -1.220 -0.730 -0.819
H 0.417 -1.298 2.465
H 2.112 -1.652 0.866
*
```

## Properties
HOMO energy (eV): -9.5
HOMO-LUMO gap (eV): 10.38
Structure (SMILES): NC(=O)CCCO

=====

2.
Entry from the OMol25 dataset: a cluster of 2 separate species, C4H9NO2 in total (ωB97M-V/def2-TZVPD).

ORCA input file:
```
! RIJCOSX wB97M-V def2-TZVPD def2/J DEFGRID3
* xyz 0 1
C -1.201 1.354 -0.090
O 2.221 0.062 1.476
H -0.193 -0.080 1.222
C 2.386 0.072 0.270
H 3.119 0.738 -0.224
H -1.416 2.169 0.605
C -1.128 0.018 0.657
O -0.707 -2.207 -0.202
C -1.342 -1.174 -0.233
H -0.253 1.581 -0.590
H -1.961 -0.050 1.373
H 1.885 -0.655 -1.595
N 1.701 -0.697 -0.606
H -2.186 -1.073 -0.950
H -1.990 1.354 -0.852
H 1.065 -1.411 -0.261
*
```

## Properties
HOMO energy (eV): -10.0
HOMO-LUMO gap (eV): 10.72
Structure (SMILES): CCC=O.NC=O

=====

3.
Entry from the OMol25 dataset: a structure of composition C4H9NO2 (ωB97M-V/def2-TZVPD).

ORCA input file:
```
! RIJCOSX wB97M-V def2-TZVPD def2/J DEFGRID3
* xyz 0 1
H -1.647 -1.887 0.508
C 2.086 0.247 -0.280
H 1.601 0.123 -1.258
N -2.065 0.814 0.071
H 2.244 1.320 -0.095
O -1.744 1.979 -0.345
H -0.278 -0.159 1.907
H 0.243 1.381 1.155
H -0.233 -1.931 -0.553
H -1.839 -1.590 -1.234
H 3.053 -0.262 -0.285
C 0.108 0.302 0.990
H -0.717 1.377 -0.803
C -1.185 -1.424 -0.373
C -0.946 0.049 -0.149
O 1.320 -0.339 0.746
*
```

## Properties
HOMO energy (spin up / spin down) (eV): -9.0 / -9.0
HOMO-LUMO gap (spin up / spin down) (eV): 8.40 / 8.40

=====

4.
Entry from the OMol25 dataset: an isolated molecule of C4H9NO2 (ωB97M-V/def2-TZVPD).

ORCA input file:
```
! RIJCOSX wB97M-V def2-TZVPD def2/J DEFGRID3
* xyz 0 1
C 0.997 0.635 0.343
H -1.900 -0.918 1.677
H 2.930 0.536 -1.258
H 2.673 -1.219 -1.140
H 1.989 -0.321 -2.494
O -1.437 -1.558 -0.245
H -1.329 1.095 -0.549
O -0.067 0.944 1.087
H -1.992 1.500 1.064
C 2.205 -0.272 -1.425
H -0.562 -1.241 -0.535
C -1.974 -0.600 0.625
H -3.046 -0.499 0.399
N 0.961 -0.081 -0.699
H 1.903 1.089 0.761
C -1.376 0.792 0.503
*
```

## Properties
HOMO energy (eV): -9.9
HOMO-LUMO gap (eV): 10.88
Structure (SMILES): C/N=C/OCCO

=====

5.
Entry from the OMol25 dataset: a structure of composition C4H9NO2 at a distorted geometry (ωB97M-V/def2-TZVPD).

ORCA input file:
```
! RIJCOSX wB97M-V def2-TZVPD def2/J DEFGRID3
* xyz 0 1
O -1.148 -1.465 0.151
C 1.350 0.749 -1.026
O -1.435 1.261 -0.083
C 2.081 0.947 0.258
H 0.942 1.692 -1.353
H 1.918 0.334 -1.853
H 0.478 -1.272 -0.719
C -2.326 -1.360 0.856
N 0.264 -0.147 -0.882
H -3.016 -0.643 0.399
H -2.274 -1.038 1.901
H 2.478 -0.007 0.594
H 2.923 1.609 0.085
C -0.843 0.243 -0.305
H -2.891 -2.280 0.899
H 1.498 1.376 1.078
*
```

## Properties
HOMO energy (eV): -9.6
HOMO-LUMO gap (eV): 10.35

=====

6.
Entry from the OMol25 dataset: an isolated molecule of C4H9NO2 (ωB97M-V/def2-TZVPD).

ORCA input file:
```
! RIJCOSX wB97M-V def2-TZVPD def2/J DEFGRID3
* xyz 0 1
O -1.163 1.798 -0.695
H 0.401 -1.459 0.790
C -1.651 0.988 0.066
C -0.127 -0.972 -1.251
N -0.943 0.091 0.822
C 0.216 -0.563 0.189
H -0.869 -1.779 -1.251
H 0.768 -1.317 -1.775
H 1.230 1.152 1.993
H -1.526 -0.519 1.382
H 2.293 -0.241 -0.200
C 1.470 0.306 0.273
H -0.541 -0.139 -1.828
O 1.875 0.548 1.602
H 1.307 1.239 -0.282
H -2.741 0.868 0.165
*
```

## Properties
HOMO energy (eV): -10.0
HOMO-LUMO gap (eV): 10.76
Structure (SMILES): C[C@@H](CO)NC=O

=====

7.
Entry from the OMol25 dataset: a cluster of 2 separate species, C4H9NO2 in total at a distorted geometry (ωB97M-V/def2-TZVPD).

ORCA input file:
```
! RIJCOSX wB97M-V def2-TZVPD def2/J DEFGRID3
* xyz 0 1
C -0.175 -0.331 -0.108
H -1.436 -1.940 0.480
N 0.151 -0.487 -1.604
H -2.120 -0.315 0.767
O 0.049 1.841 1.377
C -0.155 1.479 0.040
H 1.052 -1.950 -0.114
C 1.117 -0.564 -0.553
H -0.722 1.573 1.893
C -1.206 -0.917 0.782
H -1.149 1.745 -0.327
H -0.830 -0.939 1.808
H -0.078 -1.447 -1.878
O 2.340 0.006 -0.539
H 2.572 0.273 -1.444
H 0.591 1.972 -0.580
*
```

## Properties
HOMO energy (eV): -8.7
HOMO-LUMO gap (eV): 9.48

=====

8.
Entry from the OMol25 dataset: a cluster of 2 separate species, C4H9NO2 in total at a distorted geometry (ωB97M-V/def2-TZVPD).

ORCA input file:
```
! RIJCOSX wB97M-V def2-TZVPD def2/J DEFGRID3
* xyz 0 1
H 0.663 -1.960 -2.274
N -1.771 -0.348 2.288
H 0.740 1.106 -1.838
H -1.560 1.160 0.151
C -0.481 -0.176 1.582
O 2.474 -0.002 -1.620
C 0.319 -0.930 -2.233
H -0.730 -0.702 -2.533
C 1.131 0.077 -1.917
H -0.311 -1.038 0.925
H 2.836 0.885 -1.661
H 0.439 -0.087 2.255
H -1.750 -1.245 2.812
C -0.576 1.042 0.670
H -1.814 0.444 2.919
O 0.391 1.775 0.474
*
```

## Properties
HOMO energy (eV): -9.1
HOMO-LUMO gap (eV): 9.86
Structure (SMILES): NCC=O.C=CO

=====

9.
Entry from the OMol25 dataset: a cluster of 2 separate species, C4H9NO2 in total (ωB97M-V/def2-TZVPD).

ORCA input file:
```
! RIJCOSX wB97M-V def2-TZVPD def2/J DEFGRID3
* xyz 0 1
N 0.969 -0.546 0.221
H 2.223 -2.222 0.615
H 1.501 0.281 -0.010
H -0.859 2.767 -0.197
H -0.622 -1.757 -0.273
C -0.387 -0.252 -1.862
H 2.164 -0.972 1.882
C -0.008 -0.934 -0.628
H -0.925 1.324 0.850
H -2.026 2.692 1.153
C 1.577 -1.503 1.130
H -2.243 1.669 -0.303
C -1.517 2.113 0.380
H 0.784 -2.050 1.651
O 0.337 -1.270 -2.227
O -0.966 0.661 -2.381
*
```

## Properties
HOMO energy (eV): -9.8
HOMO-LUMO gap (eV): 10.49
Structure (SMILES): CN[C@@H]1OC1=O.C

=====

10.
Entry from the OMol25 dataset: an isolated molecule of C4H9NO2 (ωB97M-V/def2-TZVPD).

ORCA input file:
```
! RIJCOSX wB97M-V def2-TZVPD def2/J DEFGRID3
* xyz 0 1
H 1.122 -0.554 -2.656
H -2.005 0.197 -1.280
H -0.115 -1.094 1.344
N -0.043 -0.497 -0.939
C 0.819 0.841 1.612
H 1.223 0.807 2.629
C 0.232 -1.039 -2.241
H 0.473 1.872 1.430
C -1.158 0.003 -0.617
O -1.428 0.355 0.643
H -0.590 -0.961 -2.963
C -0.411 -0.066 1.580
H -0.920 -0.048 2.541
H 1.469 0.189 -0.063
O 1.881 0.486 0.767
H 0.480 -2.098 -2.112
*
```

## Properties
HOMO energy (eV): -9.8
HOMO-LUMO gap (eV): 10.79
Structure (SMILES): C/N=C/OCCO

=====

11.
Entry from the OMol25 dataset: a structure of composition C4H9NO2S at a distorted geometry (ωB97M-V/def2-TZVPD).

ORCA input file:
```
! RIJCOSX wB97M-V def2-TZVPD def2/J DEFGRID3
* xyz 0 1
H 1.122 -2.321 -0.448
S -0.717 1.821 0.039
H 0.942 -1.077 1.815
O 0.572 -1.363 -0.485
C -1.784 0.371 -0.223
O -3.664 -0.871 -0.037
H 2.261 -0.322 -0.943
C 1.661 -0.223 1.070
H 1.488 2.040 -0.737
N -2.963 0.433 0.416
H 3.092 -0.459 1.211
H 1.358 1.209 1.690
C 1.362 -0.280 -0.273
H 0.495 1.053 -1.736
H -4.527 -0.718 0.349
C 0.770 1.105 -0.674
H -1.468 -0.398 -1.034
*
```

## Properties
HOMO energy (eV): -8.7
HOMO-LUMO gap (eV): 8.90

=====

12.
Entry from the OMol25 dataset: a cluster of 3 separate species, C4H9NO2S in total at a distorted geometry (ωB97M-V/def2-TZVPD).

ORCA input file:
```
! RIJCOSX wB97M-V def2-TZVPD def2/J DEFGRID3
* xyz 0 1
H -0.848 3.787 -1.819
N -0.873 0.588 0.680
H 1.315 -0.464 1.918
H 0.033 0.066 -2.051
H 1.228 -1.912 0.688
O 0.269 1.340 2.603
H 1.775 -3.521 -1.175
H -1.402 1.136 -0.011
C -0.015 -0.677 -1.260
S -1.369 2.983 -0.889
H -1.348 2.238 1.776
H -0.961 -1.231 -1.258
C 0.025 -0.299 0.141
C -0.600 1.435 1.796
O 1.187 -2.868 -0.809
H 0.686 -1.684 -1.358
C 0.899 -0.916 1.027
*
```

## Properties
HOMO energy (eV): -8.3
HOMO-LUMO gap (eV): 3.61

=====

Energy above the lowest of the compared OMol25 structures with the same formula, charge and spin, respectively: 84.2, 104.2, 640.7, 180.2, 285.9, 110.5, 521.6, 266.4, 228.0, 188.8, 842.4, 854.2 kJ/mol.
Total energy, respectively: -363.0534, -363.0458, -362.8415, -363.0169, -362.9766, -363.0435, -362.8869, -362.9841, -362.9987, -363.0136, -760.9426, -760.9381 hartree.